A structure of composition C33H22F2FeINP, computed with wB97M-V/def2-TZVPD.

CARTESIAN COORDINATES (ANGSTROEM)
Fe  -0.327  0.228  -0.665
I  -3.302  2.109  -0.021
C  -5.069  1.046  0.270
C  -6.167  1.843  0.467
C  -7.454  1.285  0.534
C  -7.583  -0.058  0.365
C  -6.460  -0.900  0.154
C  -6.714  -2.280  -0.036
C  -5.697  -3.156  -0.255
C  -4.385  -2.669  -0.247
C  -4.067  -1.339  -0.047
P  -2.237  -1.179  -0.002
C  -1.654  -2.343  1.251
C  -0.302  -2.698  1.259
C  0.210  -3.468  2.290
C  -0.617  -3.871  3.331
C  -1.953  -3.501  3.341
C  -2.475  -2.738  2.305
C  -1.603  -1.714  -1.631
C  -1.524  -0.683  -2.597
C  -0.892  -0.901  -3.820
C  -0.337  -2.142  -4.088
C  -0.428  -3.166  -3.149
C  -1.045  -2.957  -1.924
C  -5.130  -0.381  0.121
H  -6.050  2.914  0.564
H  -8.313  1.921  0.694
H  -8.562  -0.520  0.385
H  -7.742  -2.618  -0.009
H  -5.883  -4.209  -0.414
H  -3.586  -3.389  -0.382
H  0.362  -2.385  0.460
H  1.254  -3.752  2.282
H  -0.216  -4.472  4.136
H  -2.596  -3.811  4.153
H  -3.522  -2.465  2.320
H  -2.069  0.252  -2.445
H  -0.853  -0.111  -4.558
H  0.156  -2.321  -5.033
H  -0.006  -4.136  -3.373
H  -1.081  -3.755  -1.193
F  5.102  -0.472  -0.272
C  4.011  0.266  -0.114
C  2.780  -0.302  -0.425
C  1.638  0.460  -0.272
C  1.746  1.790  0.208
C  2.997  2.303  0.520
F  3.107  3.555  0.972
C  4.150  1.559  0.357
C  0.451  2.499  0.370
C  0.227  3.609  1.319
C  -0.754  3.577  2.226
C  -1.656  2.466  2.566
C  -2.581  1.774  1.923
N  -0.579  2.041  -0.244
H  2.763  -1.327  -0.774
H  5.122  1.971  0.589
H  0.931  4.431  1.328
H  -0.793  4.393  2.941
H  -1.577  2.166  3.612
H  -3.191  1.008  2.385

HOMO level (alpha / beta) ... -14.042 / -14.256 eV
Gap between HOMO and LUMO (alpha / beta) ... 8.08 / 6.64 eV
E_tot ... -93259.620 eV
Multiplicity ... 6
Relative energy (zero: lowest compared OMol25 entry of this formula, charge and spin) ... 481.5 kJ/mol
Charge ... +2

=====

A structure of composition C33H22F2INPSn in a non-equilibrium geometry, computed with wB97M-V/def2-TZVPD.

CARTESIAN COORDINATES (ANGSTROEM)
Sn  0.130  -1.650  0.568
I  2.930  -1.291  -0.747
C  3.895  0.527  -0.129
C  5.240  0.316  0.033
C  6.106  1.403  0.194
C  5.586  2.666  0.199
C  4.194  2.891  0.083
C  3.722  4.219  0.126
C  2.392  4.512  0.020
C  1.480  3.469  -0.142
C  1.893  2.144  -0.151
P  0.381  1.106  -0.166
C  -0.480  1.433  -1.680
C  0.245  1.838  -2.817
C  -0.421  2.057  -4.004
C  -1.799  1.846  -4.077
C  -2.520  1.424  -2.958
C  -1.865  1.186  -1.770
C  -0.587  1.525  1.302
C  -0.128  0.975  2.506
C  -0.796  1.223  3.691
C  -1.940  2.017  3.675
C  -2.385  2.580  2.486
C  -1.721  2.337  1.291
C  3.270  1.797  -0.070
H  5.652  -0.685  0.012
H  7.169  1.232  0.288
H  6.238  3.523  0.303
H  4.444  5.019  0.237
H  2.035  5.531  0.071
H  0.430  3.715  -0.225
H  1.313  2.002  -2.753
H  0.121  2.386  -4.880
H  -2.313  1.993  -5.018
H  -3.589  1.279  -3.028
H  -2.415  0.828  -0.907
H  0.801  0.403  2.523
H  -0.426  0.814  4.622
H  -2.482  2.196  4.594
H  -3.259  3.218  2.484
H  -2.080  2.790  0.376
F  -5.238  -0.505  0.932
C  -4.325  -1.434  0.717
C  -3.000  -1.135  1.032
C  -2.073  -2.119  0.787
C  -2.356  -3.384  0.296
C  -3.701  -3.609  -0.024
F  -4.055  -4.762  -0.568
C  -4.684  -2.656  0.184
C  -1.277  -4.382  0.104
C  -1.484  -5.752  0.053
C  -0.396  -6.596  -0.139
C  0.880  -6.063  -0.252
C  1.026  -4.698  -0.144
N  -0.029  -3.884  0.022
H  -2.765  -0.185  1.498
H  -5.716  -2.875  -0.058
H  -2.470  -6.170  0.180
H  -0.548  -7.666  -0.191
H  1.747  -6.689  -0.409
H  2.001  -4.228  -0.180

HOMO level (alpha / beta) ... -16.665 / -16.632 eV
Gap between HOMO and LUMO (alpha / beta) ... 4.51 / 4.34 eV
E_tot ... -64695.370 eV
Relative energy (zero: lowest compared OMol25 entry of this formula, charge and spin) ... 171.2 kJ/mol
Charge ... +3

=====

A structure of composition C33H22InN12O2, computed with wB97M-V/def2-TZVPD.

CARTESIAN COORDINATES (ANGSTROEM)
In  -1.425  0.641  -0.125
O  -3.194  -3.408  3.045
C  -1.903  -3.284  3.408
C  -1.350  -4.342  4.130
C  -0.034  -4.293  4.536
C  0.774  -3.194  4.233
C  0.237  -2.154  3.510
C  -1.099  -2.175  3.084
C  -1.585  -1.049  2.273
O  -0.756  -0.189  1.829
N  -2.905  -1.000  2.013
N  -3.156  0.015  1.140
C  -4.297  0.562  1.056
C  -4.440  1.705  0.129
C  -5.660  2.312  -0.097
C  -5.711  3.390  -0.969
C  -4.549  3.816  -1.590
C  -3.368  3.147  -1.313
N  -3.311  2.127  -0.458
H  -3.476  -2.557  2.649
H  -1.984  -5.186  4.364
H  0.375  -5.121  5.103
H  1.802  -3.160  4.565
H  0.837  -1.291  3.252
H  -5.126  0.236  1.676
H  -6.550  1.941  0.394
H  -6.652  3.884  -1.169
H  -4.553  4.643  -2.286
H  -2.438  3.419  -1.797
C  -1.321  -3.880  -1.240
C  -1.711  -2.662  -0.698
N  -0.868  -1.640  -0.653
C  0.363  -1.807  -1.154
C  0.712  -3.013  -1.739
N  -0.120  -4.052  -1.771
C  1.313  -0.659  -1.031
C  2.647  -0.746  -1.391
C  3.476  0.355  -1.220
C  2.935  1.511  -0.662
C  1.598  1.528  -0.319
N  0.817  0.469  -0.521
C  0.932  2.691  0.348
C  1.609  3.843  0.726
N  1.018  4.829  1.390
C  -0.266  4.675  1.692
C  -0.971  3.551  1.300
N  -0.372  2.574  0.625
C  4.909  0.297  -1.606
C  5.672  -0.832  -1.344
C  7.007  -0.835  -1.719
N  7.603  0.189  -2.329
C  6.860  1.265  -2.583
C  5.521  1.370  -2.239
H  -2.001  -4.722  -1.252
H  -2.700  -2.516  -0.283
H  1.675  -3.156  -2.211
H  3.047  -1.654  -1.816
H  3.572  2.366  -0.486
H  2.655  3.980  0.490
H  -0.747  5.464  2.256
H  -2.024  3.433  1.518
H  5.251  -1.689  -0.834
H  7.627  -1.700  -1.516
H  7.357  2.083  -3.091
H  4.965  2.264  -2.494
N  1.173  -1.582  -4.752
C  0.136  -1.168  -4.455
N  -1.062  -0.729  -4.096
C  -1.285  0.059  -3.155
N  -1.506  0.808  -2.267

HOMO level ... -10.733 eV
Gap between HOMO and LUMO ... 6.66 eV
E_tot ... -61723.854 eV
Relative energy (zero: lowest compared OMol25 entry of this formula, charge and spin) ... 0.0 kJ/mol
Charge ... +1

=====

A structure of composition C33H23Cl4F6FeN2O6P2S2 in a non-equilibrium geometry, computed with wB97M-V/def2-TZVPD.

CARTESIAN COORDINATES (ANGSTROEM)
Fe  10.858  14.470  11.544
F  10.983  19.215  12.071
C  11.436  18.028  11.595
F  10.593  17.404  10.866
F  12.477  18.296  10.726
S  11.954  17.065  13.122
O  12.065  15.740  12.527
O  13.150  17.656  13.616
N  10.733  17.215  13.981
S  9.207  16.894  13.524
O  8.597  17.991  12.862
O  9.140  15.578  12.911
C  8.359  16.671  15.123
F  7.863  17.831  15.545
F  9.157  16.064  15.992
F  7.299  15.902  14.767
Cl  7.137  14.283  5.862
C  8.466  14.579  6.958
C  9.806  14.974  6.448
Cl  10.101  14.975  4.792
C  10.839  15.128  7.319
Cl  12.429  15.442  6.842
C  10.612  14.946  8.739
O  11.480  15.150  9.566
C  9.239  14.574  9.279
O  9.152  14.343  10.485
C  8.235  14.285  8.322
Cl  6.849  13.382  8.901
C  11.803  9.951  12.572
N  11.478  11.309  12.096
P  10.331  12.323  12.842
C  10.448  12.149  14.628
C  9.334  11.682  15.373
C  9.338  11.691  16.760
C  10.499  11.936  17.460
C  11.566  12.267  16.764
C  11.516  12.516  15.401
C  8.648  11.708  12.689
C  8.216  10.370  12.579
C  6.843  10.039  12.609
C  5.906  11.026  12.851
C  6.357  12.385  12.896
C  7.662  12.763  12.697
P  11.721  11.766  10.447
C  11.104  10.361  9.326
C  10.095  10.605  8.441
C  9.617  9.605  7.555
C  10.215  8.355  7.654
C  11.302  8.122  8.432
C  11.695  9.124  9.357
C  13.496  11.660  10.186
C  13.968  11.568  8.832
C  15.316  11.572  8.585
C  16.163  11.738  9.604
C  15.807  11.769  10.940
C  14.442  11.668  11.234
H  12.814  9.634  12.160
H  11.041  9.325  12.264
H  11.764  10.018  13.677
H  8.456  11.380  14.879
H  8.453  11.463  17.284
H  10.567  11.969  18.582
H  12.499  12.507  17.258
H  12.344  13.111  14.980
H  8.949  9.631  12.302
H  6.599  9.038  12.369
H  4.833  10.823  12.846
H  5.516  13.076  12.940
H  7.995  13.761  12.451
H  9.633  11.603  8.449
H  8.698  9.648  7.015
H  9.770  7.587  7.019
H  11.740  7.119  8.544
H  12.543  8.898  9.996
H  13.216  11.462  8.044
H  15.791  11.437  7.579
H  17.259  11.862  9.402
H  16.483  11.841  11.810
H  14.071  11.731  12.264

HOMO level (alpha / beta) ... -7.699 / -8.729 eV
Gap between HOMO and LUMO (alpha / beta) ... 7.77 / 6.97 eV
E_tot ... -190887.638 eV
Multiplicity ... 6
Relative energy (zero: lowest compared OMol25 entry of this formula, charge and spin) ... 74.9 kJ/mol

=====

A structure of composition C33H23ClN3O4Ru, computed with wB97M-V/def2-TZVPD.

CARTESIAN COORDINATES (ANGSTROEM)
Ru  -1.045  -1.124  -0.101
N  1.041  0.288  -2.778
C  1.437  1.598  -2.779
C  2.773  1.936  -3.046
C  3.182  3.254  -3.137
C  2.269  4.286  -2.966
C  0.946  3.961  -2.696
C  0.506  2.647  -2.595
C  -0.940  2.365  -2.389
C  -1.842  2.887  -3.318
C  -3.195  2.591  -3.282
C  -3.663  1.730  -2.292
C  -2.795  1.220  -1.347
C  -1.423  1.540  -1.343
H  1.763  -0.416  -2.723
H  0.274  0.045  -2.157
H  3.489  1.131  -3.174
H  4.226  3.475  -3.334
H  2.583  5.322  -3.016
H  0.219  4.751  -2.535
H  -1.446  3.506  -4.117
H  -3.866  2.997  -4.031
H  -4.714  1.463  -2.254
H  -3.143  0.560  -0.560
N  -0.620  0.962  -0.374
C  0.193  1.739  0.397
C  1.230  1.131  1.141
C  2.037  1.867  1.986
C  1.865  3.242  2.146
C  0.840  3.855  1.432
C  0.019  3.132  0.583
H  1.358  0.060  1.038
H  2.819  1.354  2.537
H  2.501  3.814  2.812
H  0.671  4.922  1.541
H  -0.783  3.638  0.059
Cl  -1.501  0.618  8.416
C  -1.362  0.164  6.723
C  -0.330  -0.670  6.332
C  -0.230  -1.023  4.993
C  -1.149  -0.559  4.062
C  -2.169  0.285  4.482
C  -2.284  0.654  5.816
C  -1.023  -0.956  2.602
O  -1.974  -0.578  1.851
O  -0.030  -1.609  2.241
H  0.382  -1.028  7.064
H  0.568  -1.663  4.637
H  -2.864  0.648  3.736
H  -3.072  1.316  6.149
O  2.157  -2.459  -2.269
C  1.147  -3.034  -1.888
N  -0.046  -2.496  -1.498
C  -0.870  -3.501  -1.088
O  -1.992  -3.318  -0.612
C  -0.189  -4.832  -1.245
C  -0.583  -6.124  -0.977
C  0.329  -7.146  -1.252
C  1.583  -6.858  -1.777
C  1.966  -5.541  -2.039
C  1.057  -4.544  -1.763
H  -1.561  -6.329  -0.560
H  0.061  -8.176  -1.049
H  2.272  -7.670  -1.977
H  2.943  -5.299  -2.439

HOMO level (alpha / beta) ... -0.184 / 0.118 eV
Gap between HOMO and LUMO (alpha / beta) ... 4.19 / 3.89 eV
E_tot ... -62361.359 eV
Multiplicity ... 2
Relative energy (zero: lowest compared OMol25 entry of this formula, charge and spin) ... 0.0 kJ/mol
Charge ... -2

=====

A structure of composition C33H23FeN8O2SSbSe4, computed with wB97M-V/def2-TZVPD.

CARTESIAN COORDINATES (ANGSTROEM)
Fe  0.173  0.350  0.443
C  -0.292  -4.442  -2.149
C  0.172  -3.780  -1.022
N  -0.492  -2.777  -0.468
C  -1.599  -2.376  -1.077
C  -2.039  -3.023  -2.233
N  -1.416  -4.073  -2.751
C  -2.391  -1.261  -0.477
C  -3.765  -1.252  -0.698
C  -4.568  -0.277  -0.146
C  -3.959  0.621  0.715
C  -2.601  0.526  0.947
N  -1.807  -0.349  0.309
C  -1.939  1.350  1.980
C  -2.621  2.014  2.992
N  -1.998  2.698  3.944
C  -0.670  2.705  3.888
C  0.033  2.030  2.903
N  -0.607  1.361  1.951
C  -6.017  -0.192  -0.450
C  -6.659  1.036  -0.541
C  -8.013  1.071  -0.830
N  -8.759  -0.015  -1.026
C  -8.136  -1.190  -0.944
C  -6.786  -1.328  -0.664
H  0.243  -5.285  -2.569
H  1.096  -4.076  -0.538
H  -2.903  -2.670  -2.781
H  -4.201  -1.994  -1.349
H  -4.543  1.379  1.219
H  -3.702  1.979  3.052
H  -0.142  3.259  4.654
H  1.111  2.031  2.863
H  -6.106  1.959  -0.428
H  -8.526  2.023  -0.913
H  -8.751  -2.068  -1.106
H  -6.350  -2.317  -0.592
O  3.808  2.694  1.641
S  2.719  2.466  0.713
O  1.626  3.402  0.744
N  2.095  0.981  0.930
C  2.832  -0.009  1.564
C  4.201  -0.071  1.795
C  4.780  -1.150  2.485
C  4.039  -2.190  2.969
C  2.647  -2.186  2.748
C  1.787  -3.196  3.225
C  0.448  -3.115  2.982
C  -0.042  -2.045  2.218
N  0.724  -1.096  1.740
C  2.059  -1.121  2.020
C  3.390  2.504  -0.926
C  2.722  3.194  -1.922
C  3.170  3.104  -3.231
C  4.293  2.347  -3.530
C  4.988  1.697  -2.518
C  4.539  1.772  -1.210
H  4.832  0.745  1.489
H  5.852  -1.138  2.642
H  4.492  -3.007  3.516
H  2.204  -4.022  3.790
H  -0.239  -3.867  3.347
H  -1.093  -1.985  1.970
H  1.832  3.753  -1.682
H  2.611  3.585  -4.022
H  4.617  2.250  -4.559
H  5.869  1.112  -2.750
H  5.066  1.254  -0.422
Se  -1.981  1.429  -2.679
Sb  -0.350  -0.311  -3.836
Se  1.188  -0.050  -1.727
Se  -0.502  2.268  -1.073
Se  0.912  0.909  -5.486

HOMO level (alpha / beta) ... -3.787 / -3.770 eV
Gap between HOMO and LUMO (alpha / beta) ... 4.87 / 4.86 eV
E_tot ... -363760.423 eV
Multiplicity ... 2
Relative energy (zero: lowest compared OMol25 entry of this formula, charge and spin) ... 0.0 kJ/mol
Charge ... -1